Formula: C5H8O4Si
Source: the OMol25 dataset
Level of theory: ωB97M-V/def2-TZVPD

```
18
Properties=species:S:1:pos:R:3:nbo_charge:R:1
C 1.812 -1.144 -0.261 0.701
C 1.772 1.216 0.021 0.710
C -1.381 -1.508 -0.014 -1.093
C -1.475 1.398 0.130 -1.099
C 1.139 0.089 -0.711 -0.540
O 1.241 -1.396 0.869 -0.749
O 1.135 1.278 1.140 -0.753
O 2.707 -1.806 -0.771 -0.726
O 2.705 1.938 -0.308 -0.724
Si -0.272 -0.043 0.634 1.505
H -1.839 -2.024 0.826 0.190
H -2.188 -1.163 -0.655 0.180
H -0.807 -2.242 -0.570 0.207
H -2.499 1.149 0.407 0.180
H -1.222 2.331 0.622 0.202
H -1.458 1.578 -0.941 0.200
H 1.166 0.508 -2.529 -0.094
H -0.537 -0.158 2.112 -0.298
```

Calculated total energy ... -785.71203 hartree
Charge ... -2